# C33H38IrN4P2

A structure of composition C33H38IrN4P2 (ωB97M-V with the def2-TZVPD basis set, the OMol25 dataset).

XYZ file:
```
78
Properties=species:S:1:pos:R:3
Ir 0.84755 -0.44606 -0.92358
N 3.10164 -0.91432 -1.48214
C 3.98108 0.27161 -1.54446
C 3.25959 1.33588 -2.33444
N 1.95251 1.58431 -1.67757
H 3.49153 -1.61163 -0.85463
H 3.07242 -1.36233 -2.39702
H 4.94608 0.03700 -1.99433
H 4.15778 0.61506 -0.52344
H 3.07036 0.99162 -3.35267
H 3.85734 2.24557 -2.39586
H 1.36494 2.13611 -2.29293
H 2.09925 2.15211 -0.84409
C -2.04988 1.47218 1.91473
N -1.06006 0.98544 0.93870
P -1.28188 0.75075 -0.72789
C -1.71389 2.35300 -1.53273
C -1.42582 2.54146 -2.85312
C -1.86206 3.72533 -3.53122
C -2.58074 4.74628 -2.85935
C -2.86655 4.57805 -1.53578
C -2.45596 3.38926 -0.87515
C -2.80389 -0.17886 -0.93060
C -3.53942 -0.12089 -2.12068
C -4.67204 -0.90391 -2.27262
C -5.07907 -1.74362 -1.24339
C -4.34167 -1.82048 -0.06601
C -3.20381 -1.04628 0.09204
P 0.52599 0.45039 1.29495
C 0.37428 -0.30283 2.98073
C 0.27176 -1.69176 3.15283
C 0.22150 -2.31141 4.45299
C 0.26965 -1.54469 5.58462
C 0.36343 -0.15838 5.43815
C 0.42903 0.45964 4.12372
C 1.54218 1.89869 1.62526
C 2.86571 1.69906 2.03152
C 3.69617 2.78710 2.25114
C 3.21476 4.07926 2.06251
C 1.90398 4.28300 1.65452
C 1.06586 3.19573 1.43607
H -3.03953 1.47446 1.45917
H -1.80539 2.47278 2.27380
H -2.10558 0.79826 2.76893
H -0.88469 1.79558 -3.42515
H -1.63287 3.84199 -4.58520
H -2.89264 5.63091 -3.40005
H -3.41871 5.32672 -0.98190
H -2.73434 3.27297 0.16488
H -3.24256 0.53125 -2.93283
H -5.24376 -0.85505 -3.18939
H -5.97594 -2.33819 -1.35575
H -4.66126 -2.48437 0.72583
H -2.63373 -1.11636 1.01058
H 0.22155 -2.33040 2.27621
H 0.14042 -3.38909 4.51919
H 0.23542 -1.98508 6.57200
H 0.39629 0.47488 6.31769
H 0.54774 1.53656 4.07343
H 3.25263 0.69601 2.18502
H 4.71708 2.63290 2.57464
H 3.86264 4.92719 2.24043
H 1.53287 5.29044 1.52057
H 0.04034 3.36239 1.12650
C 0.69216 -6.85620 -1.69842
C 0.70901 -5.37848 -1.49039
C 0.12515 -4.49323 -2.39541
C 0.18308 -3.13447 -2.17290
N 0.78561 -2.59741 -1.09344
C 1.35037 -3.44794 -0.20841
C 1.33256 -4.81029 -0.36999
H 0.13596 -7.13517 -2.58947
H 0.25016 -7.35737 -0.83580
H 1.71410 -7.22883 -1.79552
H -0.36976 -4.86087 -3.28429
H -0.26291 -2.44025 -2.87488
H 1.85430 -2.99165 0.63575
H 1.81460 -5.44102 0.36584
```

Computed properties:
**HOMO (alpha / beta)**: -17.7 / -19.2 eV
**Spin multiplicity**: 6
**Kohn-Sham gap (alpha / beta)**: 6.6 / 4.3 eV
**E_tot**: -62172.949 eV
**Charge**: +4

# C26H48O18S3

A cluster of 8 separate species, C26H48O18S3 in total (ωB97M-V with the def2-TZVPD basis set, the OMol25 dataset).

XYZ file:
```
95
Properties=species:S:1:pos:R:3
C 4.49214 -2.60432 3.06252
C 3.08714 -2.39238 2.57740
C 2.58733 -3.29393 1.47604
O 1.92940 -4.33591 2.17174
C 1.63769 -3.88703 3.44158
O 1.05804 -4.42770 4.39583
O 2.20027 -2.66683 3.65000
H 4.65362 -3.65250 3.31422
H 4.68580 -2.15047 4.03443
H 5.25783 -2.38281 2.31905
H 2.98747 -1.32809 2.36419
H 3.45052 -3.74859 0.98994
H 1.89384 -2.75101 0.83384
C -1.98036 -2.46325 2.69971
C -3.43745 -2.79439 2.41652
C -4.13722 -2.07468 1.23251
O -4.85927 -3.16282 0.66673
C -4.40139 -4.35200 1.18072
O -4.77468 -5.47031 0.76806
O -3.46031 -4.11841 2.08906
H -1.88419 -1.48198 3.16443
H -1.45076 -2.58419 1.75473
H -1.45197 -3.12041 3.39039
H -4.05846 -2.80825 3.31219
H -3.52124 -1.59089 0.47447
H -4.85620 -1.36651 1.64443
C -5.12386 4.53411 2.10274
C -4.66084 3.12442 1.69821
C -3.11695 3.02428 1.64942
O -2.81786 1.96402 2.50998
C -3.91641 1.51895 3.11208
O -3.97372 0.59139 3.97634
O -4.95947 2.32346 2.80164
H -6.21002 4.50632 2.18986
H -4.83902 5.29357 1.37460
H -4.70315 4.80549 3.07096
H -5.05866 2.65094 0.80062
H -2.65110 3.92577 2.04740
H -2.75732 2.73927 0.66072
C -2.85196 -1.31242 -5.06468
C -4.04538 -0.93816 -4.27469
C -4.63564 -2.08277 -3.42863
O -4.59335 -1.62861 -2.08948
C -3.89705 -0.46146 -2.08996
O -3.61126 0.18164 -1.10261
O -3.62109 -0.02354 -3.33093
H -2.53840 -0.37242 -5.51876
H -3.29540 -1.94066 -5.83718
H -2.08066 -1.84531 -4.50859
H -4.90794 -0.56929 -4.82971
H -3.97656 -2.94214 -3.55181
H -5.63995 -2.22564 -3.82743
C 1.96330 1.95016 -2.79273
C 2.21388 3.18251 -3.50601
C 0.95217 4.00666 -3.70698
O 1.07569 5.16585 -2.89297
C 2.27896 5.18782 -2.32707
O 2.63523 6.07457 -1.56186
O 2.96772 4.04596 -2.68721
H 1.48695 1.21547 -3.44190
H 1.48728 2.00477 -1.81369
H 2.91969 1.52146 -2.49333
H 2.79442 3.08724 -4.42362
H 0.06410 3.42100 -3.46946
H 0.83142 4.24619 -4.76346
C 3.88675 3.08552 0.39467
S 5.26905 2.99959 1.56758
O 4.93941 4.10852 2.52540
C 4.91690 1.34698 2.33701
H 3.91349 3.97874 -0.22946
H 3.00316 3.03898 1.03123
H 3.78546 2.24208 -0.28831
H 3.91560 1.42455 2.76063
H 5.51084 1.06285 3.20568
H 4.97403 0.57639 1.56822
C 0.73164 0.52455 2.45343
S 0.95580 0.99912 0.67502
O 2.28140 0.35405 0.20105
C -0.45465 -0.00207 -0.09013
H 1.64490 0.83774 2.95937
H 0.70275 -0.55796 2.57766
H -0.16410 1.01414 2.83557
H -0.45018 0.07561 -1.17735
H -1.38332 0.29202 0.39894
H -0.31056 -1.07906 -0.00395
C 2.27691 -1.82639 -2.26016
S 3.93827 -2.16025 -1.39768
O 3.96305 -3.68593 -1.33375
C 5.22056 -1.68501 -2.67835
H 1.50824 -1.81878 -1.48738
H 2.11135 -2.43347 -3.15019
H 2.17962 -0.82251 -2.67349
H 4.97671 -0.74599 -3.17521
H 5.13616 -2.44243 -3.45764
H 6.18538 -1.64279 -2.17295
```

Computed properties:
**HOMO**: -8.7 eV
**Spin multiplicity**: 1
**Kohn-Sham gap**: 8.3 eV
**E_tot**: -97097.485 eV
**Charge**: 0

# C26H25MgN2P

A structure of composition C26H25MgN2P (ωB97M-V with the def2-TZVPD basis set, the OMol25 dataset).

XYZ file:
```
55
Properties=species:S:1:pos:R:3
C 0.08244 -1.29273 -4.60431
C -1.24085 -1.40842 -4.11293
C -1.18955 -2.07869 -2.86439
C 0.17899 -2.32914 -2.55185
C 0.96723 -1.83034 -3.63257
Mg 0.11137 0.07683 -2.34703
C -0.92350 1.80806 -3.66118
C 0.44427 1.93468 -4.13986
C 0.76119 2.59423 -5.34061
N 1.37035 1.33282 -3.36430
H -2.04931 -2.47393 -2.31032
H -2.15470 -1.09475 -4.63207
H 0.53884 -2.96429 -1.73214
H 2.04703 -1.97492 -3.75117
H 0.36779 -0.91685 -5.59253
H -1.69759 1.70789 -4.41163
H 2.33191 1.48674 -3.65356
H -1.18339 2.22013 -2.67817
H -0.05903 2.96712 -5.93623
H 1.79319 2.67873 -5.65833
N -0.10628 0.94513 -0.54100
P -0.03403 0.48796 0.93974
C -1.65176 -0.40938 1.27484
C -2.50946 -0.13424 2.36635
C -3.49731 -1.05206 2.74422
C -3.89653 -2.01905 1.81942
C -3.27105 -2.07143 0.56934
C -2.14835 -1.28698 0.30563
C 1.62191 -0.32653 1.28357
C 2.22408 -1.09901 0.26452
C 3.41757 -1.79755 0.50608
C 4.06096 -1.68887 1.74502
C 3.55875 -0.80932 2.70296
C 2.40947 -0.07593 2.42194
C -0.04001 1.44917 2.45625
C -0.16592 0.66769 3.62712
C -0.33946 1.26119 4.86851
C -0.21150 2.65268 4.95660
C 0.07268 3.41927 3.82173
C 0.13764 2.82732 2.55127
H -2.43474 0.81381 2.91094
H -3.97543 -0.97165 3.72777
H -4.72514 -2.68121 2.06689
H -3.67223 -2.72367 -0.19791
H -1.67700 -1.34980 -0.67210
H 1.80466 -1.13824 -0.75067
H 3.86491 -2.41557 -0.28508
H 4.97905 -2.24627 1.93523
H 4.07587 -0.66294 3.64906
H 2.15847 0.73365 3.09940
H -0.17488 -0.42230 3.55967
H -0.57550 0.64541 5.74121
H -0.33316 3.12008 5.93342
H 0.23142 4.49740 3.91873
H 0.32562 3.41809 1.65454
```

Computed properties:
**HOMO**: 1.6 eV
**Spin multiplicity**: 1
**Kohn-Sham gap**: 2.6 eV
**E_tot**: -45077.734 eV
**Charge**: -2